[1]
Computed, not measured: C12H24K4O15 as an isolated structure, with the ωB97M-V functional and the def2-TZVPD basis.

The calculation puts the HOMO-LUMO gap at 2.86 eV. The calculation puts the LUMO energy at 0.027 Ha. Its charge is -2.

Atoms and positions in Å:
K 5.160 -13.771 15.425
K 7.288 -9.472 11.414
K 1.323 -14.005 11.318
K 6.308 -15.422 11.068
C 3.314 -7.602 11.433
C 4.419 -7.089 12.385
O 4.061 -6.317 13.287
O 5.638 -7.426 12.123
H 2.324 -7.428 11.845
H 3.448 -8.686 11.309
H 3.426 -7.117 10.462
C 3.537 -14.339 7.477
C 3.042 -15.258 8.605
O 2.201 -16.132 8.334
O 3.505 -15.015 9.799
H 3.836 -13.356 7.851
H 2.755 -14.128 6.752
H 4.401 -14.810 6.999
C 4.088 -11.869 11.193
C 4.161 -12.660 12.486
O 5.252 -13.303 12.741
O 3.193 -12.765 13.259
H 4.413 -12.490 10.352
H 4.768 -10.974 11.221
H 3.102 -11.500 10.914
C 0.563 -11.250 8.792
C -0.823 -11.891 8.943
O -1.715 -11.560 8.144
O -0.916 -12.790 9.869
H 0.764 -10.879 7.783
H 1.392 -11.936 9.033
H 0.725 -10.402 9.467
C 4.722 -9.391 7.792
C 5.776 -8.276 7.892
O 6.791 -8.483 8.639
O 5.561 -7.270 7.177
H 3.720 -9.037 8.028
H 4.938 -10.247 8.454
H 4.706 -9.843 6.794
C -0.072 -10.646 12.531
C 0.056 -9.301 13.289
O -0.690 -8.415 12.893
O 0.772 -9.292 14.330
H -0.698 -11.320 13.125
H 0.935 -11.083 12.488
H -0.509 -10.517 11.551
O 2.339 -11.122 15.353
H 2.495 -11.538 14.503
H 1.873 -10.258 15.116
O 7.622 -12.441 11.403
H 7.614 -12.695 10.473
H 6.762 -12.805 11.803
O 2.017 -14.486 15.230
H 2.460 -13.926 14.559
H 1.205 -14.775 14.803


[2]
Computed, not measured: C4H6O2 as an isolated structure, with the ωB97M-V functional and the def2-TZVPD basis.

The calculation puts the HOMO-LUMO gap at 11.02 eV. The calculation puts the LUMO energy at 0.036 Ha. Its charge is 0. For the energy above the lowest of the compared OMol25 structures with the same formula, charge and spin, the calculation gives 3.0644 eV.

Atoms and positions in Å:
O 0.104 -2.280 0.751
C 0.071 -1.643 -0.258
O -1.085 -0.934 -0.797
C -0.828 0.097 0.091
C -0.279 1.409 -0.249
C 0.713 0.441 0.326
H 0.804 -1.588 -1.058
H -1.345 -0.037 1.038
H -0.146 1.612 -1.305
H -0.561 2.234 0.384
H 1.589 0.250 -0.303
H 0.964 0.440 1.380


[3]
Computed, not measured: C38H44As2Cl3N3O5OsS2 as an isolated structure, with the ωB97M-V functional and the def2-TZVPD basis.

The calculation puts the HOMO-LUMO gap (alpha / beta) at 7.07 / 5.37 eV. The calculation puts the LUMO energy (alpha / beta) at -0.198 / -0.294 Ha. Its charge is +2. For the energy above the lowest of the compared OMol25 structures with the same formula, charge and spin, the calculation gives 0.8340 eV. As for the multiplicity: 5. Its expectation value of S² is 6.0387.

Atoms and positions in Å:
Os -19.306 4.323 -14.160
Cl -23.091 8.931 -18.085
C -22.149 7.613 -17.525
C -21.926 7.503 -16.159
C -21.141 6.451 -15.716
Cl -20.781 6.296 -13.998
C -20.621 5.469 -16.527
O -19.859 4.454 -16.039
C -20.872 5.602 -17.888
Cl -20.162 4.413 -18.908
C -21.618 6.633 -18.363
H -22.319 8.223 -15.443
H -21.836 6.625 -19.421
S -18.716 2.094 -14.649
C -19.883 0.832 -14.616
C -19.375 -0.438 -15.013
C -20.214 -1.500 -15.151
C -21.611 -1.347 -14.941
C -22.092 -0.133 -14.464
C -21.265 0.974 -14.256
As -22.073 2.691 -13.732
C -21.908 2.571 -11.774
C -21.414 1.476 -11.073
C -21.457 1.443 -9.686
C -22.031 2.507 -8.977
C -22.494 3.613 -9.674
C -22.406 3.647 -11.068
C -23.971 2.310 -14.015
C -24.806 1.845 -13.000
C -26.115 1.498 -13.312
C -26.572 1.686 -14.609
C -25.737 2.185 -15.617
C -24.433 2.520 -15.301
H -18.301 -0.523 -15.199
H -19.841 -2.467 -15.446
H -22.316 -2.173 -15.015
H -23.149 -0.026 -14.325
H -21.022 0.617 -11.613
H -21.169 0.567 -9.134
H -22.140 2.456 -7.924
H -22.945 4.450 -9.126
H -22.860 4.516 -11.562
H -24.470 1.815 -11.966
H -26.789 1.145 -12.527
H -27.591 1.447 -14.865
H -26.127 2.387 -16.601
H -23.743 2.878 -16.078
C -17.324 7.676 -15.932
C -16.562 7.028 -14.788
As -16.918 5.151 -14.722
C -16.644 4.435 -16.494
C -15.255 4.536 -17.080
C -15.692 4.230 -13.539
C -14.269 4.797 -13.427
H -17.018 8.701 -16.063
H -18.402 7.659 -15.783
H -17.111 7.157 -16.859
H -16.866 7.451 -13.811
H -15.479 7.146 -14.940
H -17.364 4.946 -17.115
H -16.996 3.383 -16.466
H -14.827 5.513 -16.999
H -15.323 4.257 -18.135
H -14.562 3.837 -16.573
H -15.690 3.186 -13.957
H -16.163 4.181 -12.570
H -13.840 4.998 -14.394
H -13.622 4.092 -12.897
H -14.292 5.706 -12.830
C -16.233 4.091 -5.350
C -16.795 5.044 -6.415
S -16.178 4.672 -8.046
O -14.756 4.470 -8.040
O -16.774 5.626 -8.972
C -16.963 3.130 -8.501
C -18.463 3.239 -8.676
N -18.885 3.936 -9.911
C -18.668 3.452 -11.139
N -18.981 4.370 -12.066
C -19.362 5.477 -11.385
C -19.302 5.225 -10.033
N -19.853 6.099 -9.052
O -19.930 7.269 -9.312
O -20.237 5.585 -8.025
C -18.156 2.074 -11.406
H -16.436 4.537 -4.384
H -15.158 3.937 -5.463
H -16.767 3.144 -5.393
H -16.467 6.063 -6.288
H -17.887 5.061 -6.443
H -16.782 2.375 -7.717
H -16.447 2.824 -9.408
H -18.919 3.715 -7.834
H -18.864 2.238 -8.712
H -19.656 6.446 -11.770
H -18.040 1.517 -10.490
H -17.231 2.126 -11.979
H -18.899 1.530 -11.997


Largest force on an atom in eV/A, matching the order above: 1.5 2.0 2.5
Total energy in eV, matching the order above: -108852.1754 -8337.3967 -238191.3881